No. 1
Molecular formula: C3H10AlIMgN
Method: DFT, ωB97M-V with the def2-TZVPD basis set

```
17
Properties=species:S:1:pos:R:3:forces:R:3
C -1.965 -0.064 -1.669 -1.15 0.49 0.05
C -1.145 1.165 -0.959 0.68 0.17 -0.63
C 0.204 0.718 -0.138 -0.30 1.21 0.20
N -0.063 0.263 1.295 1.21 -1.61 -1.08
Al 1.603 -0.469 1.924 -2.30 3.11 1.11
I 1.649 -3.069 2.065 0.16 -1.31 -0.11
H -2.587 -0.713 -0.885 1.46 1.40 -1.68
H -1.320 -0.777 -2.335 -0.96 1.45 1.41
H -2.762 0.442 -2.399 1.67 -1.22 1.62
H -1.831 1.825 -0.239 1.50 -1.68 -1.54
H -0.782 1.892 -1.833 -0.79 -1.57 1.89
H 0.869 -0.082 -0.675 -1.30 1.32 0.11
H 0.877 1.695 -0.039 -1.28 -2.07 -0.28
H -0.855 -0.420 1.345 0.75 0.93 -0.36
H 2.784 -0.051 0.910 0.93 -1.22 -0.92
H 1.921 0.163 3.361 0.26 -0.65 -0.23
Mg 3.403 -2.517 0.271 -0.53 1.22 0.44
```
Forces are in eV/Å.

Values from the calculation:
**Kohn-Sham gap**: 0.1443 hartree
**HOMO**: -11.590 eV
**Net charge**: +1
**LUMO level**: -7.7 eV
**Energy**: -24897.08946 eV



No. 2
Molecular formula: C2H3I3Si
Method: DFT, ωB97M-V with the def2-TZVPD basis set

```
9
Properties=species:S:1:pos:R:3:forces:R:3
I 2.988 -2.646 -0.584 0.49 -0.07 0.12
Si 1.720 -1.289 0.951 -1.10 0.14 -0.14
I 2.155 1.129 0.630 -0.19 -0.62 -0.08
I 2.102 -1.580 3.405 -0.20 -0.19 -0.97
H 0.336 -1.739 0.385 0.97 0.75 1.06
C -2.451 1.434 -1.764 -0.06 0.80 -0.65
C -2.063 1.408 -0.634 -0.89 -0.22 -3.47
H -2.787 1.762 -2.734 0.23 -0.65 0.24
H -2.002 1.522 0.344 0.75 0.06 3.89
```
Forces are in eV/Å.

Values from the calculation:
**SMILES string**: I[SiH](I)I.C#C
**Kohn-Sham gap**: 0.3285 hartree
**HOMO**: -9.668 eV
**LUMO level**: -0.7 eV
**Energy relative to the best compared isomer or geometry (same formula, charge and spin)**: 51.8 kcal/mol
**Energy**: -34302.21435 eV